{
  "formula": "C5H11NO",
  "method": "ωB97M-V/def2-TZVPD",
  "species": ["C", "C", "C", "C", "C", "N", "O", "H", "H", "H", "H", "H", "H", "H", "H", "H", "H", "H"],
  "xyz": [[0.066, -0.739, -0.357], [-0.540, 0.358, 0.532], [-0.255, 1.758, -0.078], [-2.004, 0.163, 0.815], [1.540, -0.568, -0.783], [2.275, -1.710, -0.488], [2.040, 0.336, -1.404], [-0.037, -1.655, 0.215], [-0.484, -0.803, -1.302], [-0.013, 0.285, 1.494], [-0.410, 1.685, -1.150], [-0.838, 2.525, 0.438], [0.766, 2.077, 0.129], [-2.182, -0.860, 1.165], [-2.635, 0.398, -0.042], [-2.357, 0.821, 1.612], [3.241, -1.572, -0.727], [1.828, -2.499, -0.067]],
  "forces_ev_per_a": [[0.011, 0.676, -0.131], [1.250, 1.072, -0.111], [0.181, -0.434, 1.052], [-0.451, -0.304, 0.222], [-0.427, -1.956, 0.503], [-0.540, 1.823, -0.364], [-0.132, 0.630, 0.074], [-0.051, -0.393, -0.286], [-0.147, -0.128, 0.138], [-0.036, 0.105, -0.061], [-0.152, 0.535, -0.073], [-0.467, -0.105, -0.438], [0.164, -0.298, -0.397], [-0.215, 0.038, -0.212], [0.028, -0.269, -0.213], [0.217, 0.079, 0.045], [0.241, -0.866, 0.150], [0.528, -0.203, 0.103]],
  "smiles": "CC(C)CC(N)=O",
  "lumo_ev": 0.89
}

=====

{
  "formula": "C21H29N5O3",
  "method": "ωB97M-V/def2-TZVPD",
  "species": ["C", "N", "C", "C", "N", "C", "C", "C", "H", "H", "H", "H", "H", "H", "H", "H", "H", "H", "H", "H", "C", "N", "C", "C", "C", "C", "C", "C", "C", "C", "O", "N", "C", "C", "O", "N", "C", "C", "O", "C", "C", "H", "H", "H", "H", "H", "H", "H", "H", "H", "H", "H", "H", "H", "H", "H", "H", "H"],
  "xyz": [[-1.703, 2.390, 3.278], [-0.356, 2.844, 3.423], [-0.018, 4.241, 3.385], [1.502, 4.240, 3.491], [1.841, 2.844, 3.426], [3.184, 2.392, 3.602], [0.742, 2.031, 3.421], [0.738, 0.646, 3.394], [-1.853, 1.469, 3.849], [-2.381, 3.167, 3.655], [-1.971, 2.189, 2.227], [-0.349, 4.712, 2.447], [-0.476, 4.784, 4.222], [1.961, 4.801, 2.666], [1.834, 4.691, 4.439], [3.344, 1.461, 3.049], [3.871, 3.163, 3.229], [3.431, 2.208, 4.661], [1.687, 0.134, 3.412], [-0.212, 0.137, 3.426], [-3.332, 2.676, -4.268], [-2.025, 2.040, -4.245], [-1.486, 1.803, -5.575], [-1.609, 1.258, -3.152], [-2.143, -0.033, -2.936], [-1.650, -0.828, -1.920], [-0.639, -0.365, -1.043], [-0.087, -1.197, 0.013], [0.311, -2.498, -0.117], [0.796, -3.195, 1.084], [0.832, -2.688, 2.208], [1.245, -4.515, 0.930], [1.710, -5.188, 2.122], [1.270, -5.217, -0.281], [1.638, -6.386, -0.368], [0.851, -4.509, -1.414], [0.954, -5.219, -2.670], [0.399, -3.181, -1.422], [0.107, -2.669, -2.509], [-0.171, 0.960, -1.216], [-0.613, 1.742, -2.268], [-3.721, 2.772, -3.248], [-3.235, 3.677, -4.713], [-4.047, 2.103, -4.881], [-0.552, 1.234, -5.505], [-2.204, 1.250, -6.204], [-1.288, 2.768, -6.062], [-2.917, -0.417, -3.606], [-2.076, -1.819, -1.771], [0.057, -0.751, 0.999], [2.057, -6.169, 1.819], [2.516, -4.609, 2.578], [0.892, -5.273, 2.843], [0.514, -4.585, -3.435], [2.006, -5.406, -2.902], [0.434, -6.174, -2.596], [0.597, 1.321, -0.528], [-0.210, 2.742, -2.444]],
  "forces_ev_per_a": [[-0.237, -0.061, -0.172], [-0.264, 0.048, 0.328], [-0.259, 0.337, -0.123], [0.245, 0.308, 0.149], [0.277, 0.063, -0.319], [0.230, -0.060, 0.195], [-0.053, -1.853, -0.147], [0.045, 1.962, 0.019], [-0.064, 0.193, -0.030], [0.118, -0.250, -0.014], [0.046, 0.008, 0.153], [-0.017, -0.035, 0.120], [-0.031, -0.040, -0.171], [0.033, -0.051, 0.168], [0.012, -0.032, -0.124], [0.070, 0.192, 0.026], [-0.119, -0.247, -0.007], [-0.033, -0.007, -0.154], [-0.236, -0.264, 0.058], [0.210, -0.241, -0.055], [0.275, -0.276, 0.161], [0.018, 0.930, -0.410], [-0.005, -0.090, 0.374], [0.339, -0.737, 0.615], [0.305, 0.613, -0.060], [0.104, 0.063, 0.699], [-0.679, 0.910, -0.964], [0.403, -0.959, -0.009], [-0.244, 0.701, -0.145], [0.395, 0.017, 1.604], [-0.146, -0.561, -1.490], [-0.295, 0.409, -0.778], [0.106, -0.140, 0.407], [0.110, -0.560, -0.094], [-0.426, 1.525, 0.157], [0.069, 0.283, 0.971], [0.110, -0.221, -0.393], [-0.380, 0.028, -1.778], [0.614, -0.701, 1.617], [0.123, -0.857, 0.485], [-0.706, -0.092, -0.733], [0.053, 0.013, -0.247], [-0.126, -0.129, 0.109], [-0.064, 0.075, 0.133], [-0.211, 0.150, -0.064], [0.163, -0.036, 0.004], [0.032, -0.195, -0.013], [0.238, 0.173, 0.223], [0.195, 0.245, -0.035], [0.018, -0.040, -0.097], [0.023, -0.010, 0.111], [-0.118, -0.121, -0.033], [0.150, -0.004, -0.065], [0.030, -0.135, 0.025], [-0.148, -0.042, -0.024], [0.067, 0.101, -0.047], [-0.229, 0.019, -0.203], [-0.139, -0.319, 0.088]],
  "smiles": "CN1C(=O)C(=Cc2ccc(N(C)C)cc2)C(=O)N(C)C1=O.C=C1N(C)CCN1C",
  "lumo_ev": -0.73
}

=====

{
  "formula": "C4H8O2",
  "method": "ωB97M-V/def2-TZVPD",
  "species": ["C", "C", "C", "C", "O", "O", "H", "H", "H", "H", "H", "H", "H", "H"],
  "xyz": [[0.829, -1.592, -0.525], [-0.374, 0.364, -1.319], [0.487, -0.335, -0.419], [1.343, 0.565, 0.509], [-0.102, 1.445, -1.801], [-2.865, 0.801, 1.380], [1.852, -1.750, -0.209], [0.435, -2.383, -1.190], [-1.306, -0.171, -1.627], [0.988, 1.635, 0.431], [2.392, 0.476, 0.090], [1.450, 0.193, 1.553], [-3.349, 0.971, 2.188], [-3.330, -0.047, 1.124]],
  "forces_ev_per_a": [[0.837, -1.744, -1.453], [-1.864, 0.574, -1.440], [1.385, 1.742, 2.240], [0.889, 0.243, -0.983], [-0.142, -0.548, 0.473], [-1.066, -1.834, -0.428], [-0.178, -0.800, 0.793], [-0.181, 0.814, 0.393], [0.261, 0.128, -0.071], [0.583, -1.279, 0.355], [-0.999, 0.591, 0.462], [-0.622, 0.302, -0.747], [0.093, 0.541, 0.428], [1.003, 1.272, -0.022]],
  "smiles": "C=C(C)C=O.O",
  "lumo_ev": 0.52
}

=====

{
  "formula": "C33H42BrIN3O2PSTc",
  "method": "ωB97M-V/def2-TZVPD",
  "species": ["Tc", "O", "S", "O", "N", "C", "C", "C", "C", "C", "C", "C", "C", "N", "C", "C", "C", "C", "C", "C", "C", "H", "H", "H", "H", "H", "H", "H", "H", "H", "H", "H", "C", "C", "C", "C", "P", "N", "C", "C", "C", "C", "C", "C", "C", "C", "H", "H", "H", "H", "H", "H", "H", "H", "H", "H", "H", "H", "H", "H", "H", "H", "H", "H", "H", "H", "H", "H", "H", "H", "H", "H", "H", "Br", "C", "C", "C", "C", "C", "C", "I", "H", "H", "H", "H"],
  "xyz": [[0.509, -0.152, 0.563], [-0.166, -3.172, -1.645], [-0.831, -2.801, -0.433], [-2.133, -3.307, -0.151], [-0.867, -1.125, -0.339], [-1.705, -0.438, -1.254], [-2.644, -0.960, -2.106], [-3.391, -0.085, -2.930], [-3.200, 1.268, -2.904], [-2.228, 1.829, -2.037], [-1.930, 3.201, -1.948], [-0.945, 3.628, -1.091], [-0.263, 2.694, -0.308], [-0.529, 1.395, -0.348], [-1.494, 0.958, -1.215], [0.278, -3.102, 0.908], [0.255, -2.315, 2.063], [1.123, -2.646, 3.107], [1.961, -3.743, 2.998], [1.947, -4.528, 1.851], [1.122, -4.198, 0.789], [-2.830, -2.022, -2.151], [-4.131, -0.511, -3.593], [-3.779, 1.923, -3.541], [-2.473, 3.910, -2.561], [-0.684, 4.672, -1.007], [0.531, 3.020, 0.350], [-0.589, -1.655, 2.260], [1.108, -2.074, 4.023], [2.610, -4.006, 3.824], [2.584, -5.400, 1.782], [1.118, -4.783, -0.121], [5.164, 0.960, 0.811], [4.520, 1.328, -0.535], [3.684, 2.590, -0.268], [5.632, 1.645, -1.544], [3.412, -0.071, -1.117], [2.077, 0.067, -0.161], [2.782, 0.168, -2.868], [3.851, -0.236, -3.896], [2.400, 1.638, -3.090], [1.510, -0.656, -3.116], [4.176, -1.751, -0.837], [4.131, -2.082, 0.666], [5.624, -1.836, -1.341], [3.331, -2.817, -1.549], [5.689, 1.845, 1.172], [5.897, 0.162, 0.732], [4.418, 0.693, 1.563], [4.355, 3.341, 0.150], [2.906, 2.393, 0.470], [3.231, 3.016, -1.156], [6.287, 2.392, -1.093], [5.253, 2.068, -2.472], [6.246, 0.778, -1.781], [4.787, 0.306, -3.779], [3.459, 0.004, -4.886], [4.058, -1.302, -3.884], [3.253, 2.311, -3.089], [1.667, 1.982, -2.358], [1.939, 1.706, -4.077], [1.666, -1.728, -3.142], [1.123, -0.357, -4.092], [0.734, -0.443, -2.383], [4.787, -1.468, 1.272], [4.459, -3.117, 0.777], [3.117, -2.014, 1.065], [6.308, -1.212, -0.767], [5.723, -1.584, -2.393], [5.956, -2.869, -1.224], [2.275, -2.759, -1.289], [3.701, -3.793, -1.231], [3.425, -2.781, -2.631], [-2.523, 0.051, 3.107], [-1.253, -0.174, 4.490], [-1.619, -0.915, 5.607], [-0.717, -1.090, 6.645], [0.552, -0.529, 6.583], [0.931, 0.202, 5.468], [0.027, 0.364, 4.426], [0.624, 1.491, 2.773], [-2.610, -1.342, 5.662], [-1.016, -1.661, 7.513], [1.247, -0.654, 7.401], [1.917, 0.644, 5.413]],
  "forces_ev_per_a": [[-0.155, 0.675, 0.612], [0.016, -0.066, -0.085], [-0.077, 0.054, 0.132], [-0.018, 0.004, 0.080], [-0.039, -0.338, -0.433], [-0.100, 0.235, 0.013], [0.080, 0.130, 0.057], [0.029, 0.079, 0.014], [0.001, -0.050, 0.000], [-0.014, -0.069, 0.024], [0.028, 0.001, 0.011], [-0.015, -0.016, 0.024], [-0.045, 0.002, -0.067], [0.179, 0.055, -0.318], [-0.087, -0.222, -0.015], [0.085, 0.039, -0.066], [-0.162, -0.315, 0.162], [0.098, -0.015, -0.025], [-0.019, 0.066, 0.043], [-0.003, -0.003, -0.007], [0.031, 0.025, -0.057], [-0.012, -0.035, -0.005], [-0.005, -0.003, -0.004], [-0.004, 0.002, -0.001], [-0.004, 0.002, -0.003], [-0.001, 0.005, 0.004], [0.022, -0.004, 0.013], [0.051, 0.027, -0.011], [-0.046, 0.049, 0.068], [0.003, -0.002, -0.001], [0.004, -0.003, 0.004], [-0.009, -0.006, 0.008], [-0.034, -0.028, 0.031], [-0.004, -0.013, 0.030], [0.008, -0.016, -0.005], [-0.025, -0.010, -0.020], [-0.061, 0.290, -0.156], [0.159, -0.431, -0.133], [0.181, -0.045, -0.036], [-0.045, 0.046, -0.033], [-0.009, -0.006, 0.031], [-0.034, -0.026, 0.038], [-0.045, -0.012, 0.082], [-0.093, -0.026, -0.023], [0.015, 0.058, 0.065], [-0.013, 0.008, -0.027], [0.015, 0.006, -0.005], [-0.004, 0.016, -0.003], [0.012, -0.005, -0.018], [0.007, 0.009, -0.005], [-0.008, 0.013, 0.027], [-0.023, -0.001, -0.018], [-0.002, 0.003, 0.008], [-0.017, -0.007, -0.013], [0.010, -0.013, -0.016], [0.023, 0.024, 0.022], [0.013, -0.003, -0.003], [0.015, -0.025, 0.000], [0.024, -0.002, 0.005], [-0.013, 0.004, -0.002], [-0.001, 0.004, -0.002], [0.014, -0.007, 0.025], [0.011, -0.018, -0.021], [-0.018, 0.024, -0.002], [0.007, 0.009, -0.002], [0.006, -0.003, -0.004], [0.065, -0.002, -0.034], [-0.016, -0.013, -0.011], [-0.004, 0.024, -0.082], [-0.016, -0.010, 0.014], [-0.004, 0.002, 0.000], [0.000, -0.011, 0.013], [0.017, 0.013, 0.000], [0.025, -0.012, -0.014], [-0.024, -0.038, 0.005], [0.001, 0.016, -0.017], [0.015, 0.013, 0.005], [-0.016, 0.001, -0.004], [-0.011, 0.002, -0.033], [-0.046, -0.042, 0.075], [0.121, -0.053, 0.110], [0.000, 0.001, -0.008], [0.003, -0.003, 0.002], [-0.002, -0.001, 0.002], [0.006, -0.004, -0.005]],
  "spin_multiplicity": 2,
  "charge": 2,
  "lumo_ev": [-6.53, -6.53]
}

=====

Record-wise energy relative to the best compared isomer or geometry (same formula, charge and spin) values, in kJ/mol: 24.4 348.7 231.2 0.7
Record-wise electronic energy values, in eV: -8901.4450 -35840.0964 -8370.8852 -143920.5850
Record-wise M values, in g/mol: 101.15 399.49 88.11 880.57